Here is a cluster of 2 separate species, C3H9N3 in total from OMol25. Energies are from ωB97M-V/def2-TZVPD.

The geometry in XYZ format:
```
15
Properties=species:S:1:pos:R:3:nbo_charge:R:1
N -0.3979 1.1606 1.2469 -0.867
N -1.3758 0.5495 -1.2963 -0.844
C -0.6277 -0.2318 0.8909 -0.248
C -0.6293 -0.4367 -0.5961 -0.169
H -0.9275 1.4500 2.0600 0.368
H 0.5849 1.3374 1.4193 0.371
H -1.2138 0.5391 -2.2944 0.358
H -1.1905 1.4710 -0.9158 0.381
H -1.5581 -0.6180 1.3149 0.197
H -0.9902 -1.4288 -0.8802 0.188
C 2.3358 -0.8003 -0.5091 0.041
N 2.4505 -0.6419 0.6398 -0.328
H 0.2199 -0.8813 1.2820 0.199
H 2.7239 -0.9887 -1.4906 0.242
H 0.5958 -0.4800 -0.8714 0.111
```

Calculated values
SMILES = NCCN.C#N
Relative energy (zero: lowest compared OMol25 entry of this formula, charge and spin) = 50.0 kcal per mole
LUMO energy = 1.0 eV
DFT total energy = -7725.407 eV

=====

Here is an isolated molecule of C3H6N4O from OMol25. Energies are from ωB97M-V/def2-TZVPD.

The geometry in XYZ format:
```
14
Properties=species:S:1:pos:R:3:nbo_charge:R:1
C -2.2684 -0.2735 -0.1142 -0.440
C 0.6680 1.3865 0.4688 -0.035
C 1.1993 0.1857 -0.2081 0.316
H -2.8769 -0.7835 -0.8478 0.211
H -2.2566 -0.8307 0.7642 0.212
H -2.6229 0.8908 -0.1845 0.249
H 1.1264 2.1911 1.2368 0.255
H 2.2602 -1.1029 -0.7716 0.332
H 0.2475 -2.3867 0.4182 0.481
N -1.0334 0.2701 -0.5879 -0.137
N -0.6064 1.4412 0.2294 -0.230
N 2.4516 -0.1744 -0.3552 -0.531
N 0.0886 -0.6149 -0.4020 -0.093
O 0.0283 -1.5279 0.7895 -0.589
```

Calculated values
SMILES = [H]/N=c1/cnn(C)n1O
Relative energy (zero: lowest compared OMol25 entry of this formula, charge and spin) = 148.0 kcal per mole
LUMO energy = -0.2 eV
DFT total energy = -11210.360 eV